Formula: C21H43N2O8PS
Source: OMol25
Level of theory: ωB97M-V with the def2-TZVPD basis set

Computed properties:
orbital gap: 0.2975 Eh
LUMO level: 0.06 eV
total charge: 0

Last column: Löwdin charge in e.
Cartesian coordinates (Å):
C 6.82326 -1.84953 1.60513  -0.52
H -7.51862 -3.97989 -4.53223  0.12
H -5.87012 -0.19189 3.09171  0.07
C -7.38307 -3.47469 -3.57277  -0.23
O -6.36748 -2.48448 -3.78315  0.00
H -4.36506 0.86099 4.87773  0.11
H -2.62305 0.32087 -2.52332  -0.04
H 0.17351 0.32575 0.46489  0.12
H 3.81468 -2.16123 2.28535  0.07
H 5.50819 -0.91712 3.75102  0.11
H 1.90455 0.81798 -2.84235  0.10
C -3.11700 -0.46363 2.85140  -0.01
H 7.60561 1.77038 -0.56743  0.09
C 7.11639 2.70925 -0.30081  0.01
C -4.95553 -0.04175 5.05164  -0.24
H 2.07489 0.23923 -1.04916  0.10
O 5.35195 3.08331 -1.96420  0.00
H 6.55174 2.25499 -4.20028  0.09
H -9.47541 -3.58943 -3.06125  0.08
H -6.58449 -1.43181 -1.02632  0.10
C -5.94659 -2.24515 -1.37738  -0.01
H 4.12783 -3.61878 3.21118  0.08
H 0.98232 3.07406 -1.06072  0.06
H 6.49266 -0.08218 0.48841  0.07
O 7.80500 -2.19480 0.99023  0.10
H -0.52888 1.75324 -1.83854  0.08
H -1.96138 1.29009 0.50325  0.07
H -2.08116 -0.38416 2.52289  0.07
H 7.74604 3.56666 -4.29595  0.08
O 4.83109 2.17093 -0.01627  0.08
H -0.38189 -1.13384 -0.47377  0.12
H -6.43855 -3.20168 -1.21149  0.07
H -3.71777 -0.87759 2.03981  0.09
C 5.48460 -2.00567 3.65917  -0.23
H 7.14734 2.83264 0.78290  0.10
C -0.01774 0.74691 -1.70343  -0.25
C 6.21764 3.86084 -2.80272  -0.23
P -3.13942 0.12636 -1.19802  0.92
H -6.74056 -1.03306 4.36261  0.08
H -5.29151 0.00798 6.09042  0.12
S -3.12259 4.05554 -1.79474  0.63
C -3.17105 -1.38962 4.03408  -0.52
H 2.73093 2.58567 -0.62358  0.05
C 5.67705 2.65856 -0.73060  -0.51
H 3.36514 -2.22058 3.99815  0.08
O 6.49407 -2.47099 2.75312  0.00
O -4.14392 -1.21869 4.95080  -0.01
H 2.27312 3.01977 -2.39220  0.08
C -8.69158 -2.83520 -3.15810  -0.07
O -2.40955 -2.32294 4.12816  0.10
H -3.44333 0.55048 3.07601  0.07
H 5.56533 4.41755 -3.48002  0.12
H 7.79976 2.38832 -2.97389  0.07
C 4.11762 -2.52716 3.26854  -0.07
H 5.17040 -1.26590 0.39623  0.10
H 5.75236 -2.40140 4.64204  0.12
C -0.53694 0.00286 -0.38479  -0.30
C -5.57332 -1.99874 -2.81179  -0.52
H 7.66887 3.54783 -0.71970  0.07
C 1.57167 0.96529 -1.76406  -0.23
C 7.13482 2.97079 -3.61492  -0.06
N -4.28699 1.50575 -0.96248  -0.19
O -4.62216 -1.30911 -3.09712  0.01
H -7.04810 -4.24020 -2.86886  0.11
C 5.89987 -0.79720 1.05912  0.01
H -6.80841 0.74003 4.27116  0.08
C 1.91257 2.52162 -1.42005  -0.11
H 6.76360 4.60775 -2.22146  0.11
H -5.03190 -2.26321 -0.78287  0.06
N -1.91316 0.36515 0.05727  -0.31
C -3.66104 2.57302 -1.32207  -0.84
H 5.38798 -0.22265 1.82812  0.07
H -0.30928 0.09391 -2.60640  0.10
C -6.16292 -0.13143 4.14201  -0.07
H -8.59736 -2.31051 -2.20517  0.07
H -9.00557 -2.09439 -3.89814  0.09

=====

Formula: C21H43N2OP3Tl
Source: OMol25
Level of theory: ωB97M-V with the def2-TZVPD basis set

Computed properties:
orbital gap (spin up / spin down): 0.1173 / 0.1259 Eh
LUMO level (spin up / spin down): -12.84 / -12.61 eV
total charge: +3

Last column: Löwdin charge in e.
Cartesian coordinates (Å):
C 2.83973 -1.87340 1.59535  -0.24
H -2.83347 -1.12368 -0.52944  0.01
C -1.65073 -3.16952 1.53220  -0.23
C -2.18033 -1.93320 -0.89184  -0.23
H 3.84387 2.45229 -0.09143  0.08
H 1.48084 -2.59633 3.76282  0.08
H -0.16329 -2.05423 3.30104  0.00
H 3.18919 1.18228 -1.17401  0.06
C 1.58427 3.26473 1.61964  -0.24
H -0.16643 1.68604 2.70250  0.08
H 2.36921 -2.69092 1.03477  0.02
H 3.51806 0.78965 0.52718  0.01
H 0.08997 2.58445 -3.04091  0.07
C -3.01468 0.37301 1.93336  -0.17
H 2.30672 4.11545 -0.84494  0.08
H -0.32473 -3.81536 -4.48461  0.12
H -2.82164 2.27499 -3.57210  0.05
H 0.52660 4.00637 -1.06568  0.06
H 3.40333 -2.27933 2.44703  0.08
H -0.89772 0.98939 5.57454  0.10
C -1.40396 -1.93789 -4.58908  -0.09
H 0.42187 -3.19734 -1.61023  0.04
H 3.36038 -0.33583 3.82469  0.08
H -2.13527 0.10695 -4.76021  0.12
H 2.04390 0.86108 4.03029  0.05
C 1.47087 3.44211 -1.09874  -0.26
C -1.64685 1.62111 5.07742  0.02
C -1.27745 -0.57200 -4.79776  -0.01
H 1.59650 3.00928 -2.10427  0.05
H -0.61507 -4.38254 -0.75557  0.09
P 1.56238 -0.70242 2.22492  0.87
N -1.96861 1.14387 3.72790  -0.10
H -2.07906 2.73409 -5.05830  0.11
N -1.81394 0.91340 1.51855  -0.11
H -0.92693 -3.71159 2.15573  0.06
H 0.95358 -3.87559 -0.05085  0.04
H -2.75690 -2.86987 -0.93678  0.09
H 0.57536 3.65673 1.81275  0.06
H -2.54895 1.63473 5.69201  0.11
H 1.89620 -2.77976 -4.19070  0.12
H -2.25305 -2.50560 2.16718  0.05
H -3.93397 0.28364 3.96140  0.14
H -2.39015 -2.40368 -4.63459  0.12
H 3.23115 1.05425 2.70625  0.03
H -2.31487 -3.88150 1.02023  0.08
H 1.84153 -0.05738 -3.89469  0.12
H 3.52597 -1.34268 0.92255  0.05
C -1.18390 1.30721 2.63526  -0.21
H 2.25160 4.09236 1.34913  0.08
C 1.13952 -0.75472 -4.35864  0.00
C -3.14148 0.54338 3.28916  -0.01
P -0.76057 -2.16002 0.25974  1.00
C 3.17990 1.58051 -0.14901  -0.24
H -0.89941 1.07302 -3.02517  -0.03
O 0.19655 1.36700 -4.70254  -0.06
P 1.45370 2.11965 0.17684  0.88
H 0.77552 -1.11548 4.48986  0.06
H -1.76827 3.71149 -3.60325  0.09
H 1.93324 2.76362 2.52945  0.03
C 0.01806 -0.01677 -4.78416  -0.26
C 0.84351 -1.72106 3.57674  -0.23
H -3.66084 -0.13489 1.23756  0.09
H -1.24228 2.64043 5.02686  0.11
C -0.24643 -2.72475 -4.45238  -0.09
C 1.01597 -2.13985 -4.28320  -0.08
C -1.86170 2.68180 -3.99092  -0.12
C 2.66204 0.32725 3.29641  -0.25
C 0.08197 -3.54370 -0.62667  -0.21
C -0.60707 1.95467 -3.60774  -0.36
Tl -1.87975 1.74584 -1.08034  1.06
H -1.81332 -1.68521 -1.89860  0.03

=====

no.,F_max (Eh/bohr),calculated total energy (eV)
1,0.11324,-61956.3203
2,0.07389,-60031.7600